53
Properties=species:S:1:pos:R:3 method="wB97M-V/def2-TZVPD" homo_ev=-2.22 homo_lumo_gap_ev=3.839 total_charge=-1 lumo_ha=0.0594 e_above_lowest_kcal_mol=101.9
K -1.28751 -1.41042 -0.49998
I 1.54880 6.24975 2.06799
C 0.71713 4.40343 1.44129
C -0.06019 4.43620 0.31802
C -0.82776 3.20120 -0.08889
I -1.49994 3.81587 -3.11503
C -0.19477 2.02502 0.59184
O -0.53830 0.85385 -0.12259
C 0.64443 2.03606 1.64210
C 1.25353 0.75130 2.13381
N 0.25947 -0.27189 2.50117
C 0.83970 -1.60125 2.44158
C -0.19328 -2.63846 2.78195
C -0.30175 -3.14978 4.07118
C -1.27458 -4.09002 4.34970
C -2.11885 -4.49788 3.32815
C -1.94439 -3.93489 2.07744
N -1.01035 -3.02431 1.79420
C 1.05873 3.28595 2.20197
H -0.20801 5.34234 -0.25414
H 1.87518 0.95520 3.00881
H 1.91847 0.36074 1.34460
H -0.50782 -0.20685 1.84203
H 1.65579 -1.64947 3.16730
H 1.27589 -1.83863 1.45535
H 0.37253 -2.79732 4.83985
H -1.37612 -4.49854 5.34718
H -2.89673 -5.23022 3.49345
H -2.58934 -4.22961 1.25552
H 1.63797 3.34030 3.10956
C 3.11020 -2.22287 -4.95845
C 3.02279 -2.71249 -3.66398
C 2.19744 -2.08273 -2.74290
C 1.45874 -0.96860 -3.11004
C 1.54649 -0.47335 -4.40702
C 2.37005 -1.10229 -5.32408
N 0.62557 -0.39665 -2.08699
N -0.00819 0.59210 -2.45536
C -0.90308 1.22437 -1.47868
C -0.56640 2.72972 -1.53086
C -2.32341 3.28374 0.20307
C -3.31613 2.50357 -0.23722
C -3.30775 1.34524 -1.15551
C -2.30755 0.70397 -1.78921
H 3.75367 -2.70925 -5.68068
H 3.59814 -3.58058 -3.36820
H 2.12276 -2.44027 -1.72236
H 0.95912 0.39538 -4.67230
H 2.43644 -0.71733 -6.33385
H 0.49412 2.85575 -1.74091
H -2.57021 4.07635 0.90341
H -4.30467 2.75088 0.14772
H -4.31608 0.95767 -1.32099

83
Properties=species:S:1:pos:R:3 method="wB97M-V/def2-TZVPD" homo_ev=-4.09 homo_lumo_gap_ev=6.392 total_charge=-1 lumo_ha=0.0847
F 5.25356 -4.09556 3.11251
C 4.45427 -4.61357 2.08506
C 4.12284 -3.50021 1.09334
C 2.88752 -2.63387 1.42931
C 2.58736 -2.33496 2.90444
O 1.62421 -3.25910 3.33642
P 0.70592 -3.95158 1.97898
O 1.68697 -3.03716 0.80486
H 5.01175 -5.40300 1.57095
H 3.57271 -5.04298 2.55324
H 3.94442 -3.91036 0.09877
H 4.99333 -2.83911 1.08986
H 3.11937 -1.66515 0.94914
H 3.45496 -2.44245 3.56234
H 2.25950 -1.28420 2.93239
H 0.04144 -4.79110 2.96770
H -0.21269 -2.83638 2.12149
H -0.18235 -4.47961 0.96019
H 1.65484 -5.03307 1.78273
C 0.43527 1.10119 -3.58425
O 0.92677 -0.22465 -3.62688
C 2.31654 -0.30816 -3.33405
C 2.57484 -0.70182 -1.89289
O 2.10381 0.28283 -0.99198
C 0.83109 -0.05224 -0.44307
H -0.65109 1.05229 -3.51252
H 0.81911 1.64941 -2.72105
H 0.70578 1.63528 -4.50324
H 2.81070 0.64133 -3.56507
H 2.74093 -1.07632 -3.99058
H 3.65667 -0.78963 -1.74540
H 2.12726 -1.67453 -1.66539
H 0.95381 -0.80230 0.34244
H 0.14631 -0.43496 -1.20280
H 0.40283 0.85153 -0.00485
C 0.27581 -6.07446 -5.05610
O 0.09189 -4.97371 -4.18881
C 0.99666 -3.90644 -4.43365
C 0.36382 -2.80340 -5.25618
O 0.01017 -3.25294 -6.56408
C -1.35653 -3.59819 -6.67990
H -0.61672 -6.69666 -4.99484
H 0.41310 -5.75811 -6.09323
H 1.14138 -6.66796 -4.74034
H 1.90284 -4.27839 -4.92374
H 1.28233 -3.49678 -3.46036
H 1.08369 -1.99513 -5.37810
H -0.50765 -2.39535 -4.74034
H -1.97128 -2.69490 -6.77078
H -1.70236 -4.18348 -5.82549
H -1.47371 -4.19303 -7.58600
C -1.92176 3.11922 0.32094
O -0.61022 3.50787 0.69844
C 0.14055 4.02916 -0.38632
C 0.15385 5.54451 -0.38527
O -1.14378 6.08681 -0.58711
C -1.77016 6.47353 0.62204
H -2.51715 3.01700 1.22810
H -2.39609 3.86049 -0.32630
H -1.89264 2.15240 -0.19333
H -0.24188 3.64997 -1.33905
H 1.16765 3.66876 -0.27119
H 0.78220 5.89045 -1.21200
H 0.58606 5.92119 0.54692
H -1.37625 7.43944 0.96029
H -1.62594 5.73100 1.40875
H -2.83697 6.57967 0.42825
C -2.59986 4.72787 4.15383
O -3.29570 3.53492 3.83961
C -2.92128 2.43996 4.66695
C -3.91522 2.20975 5.78658
O -3.96540 3.30353 6.69414
C -5.04472 4.18509 6.44707
H -3.13482 5.56011 3.69573
H -2.54897 4.89657 5.23169
H -1.58507 4.68960 3.74245
H -1.91639 2.59047 5.07051
H -2.89701 1.54917 4.03338
H -3.59967 1.33140 6.35629
H -4.90967 2.00620 5.37787
H -5.97887 3.76090 6.83279
H -5.15915 4.40017 5.38266
H -4.83971 5.11587 6.97510

15
Properties=species:S:1:pos:R:3 method="wB97M-V/def2-TZVPD" homo_ev=-9.47 homo_lumo_gap_ev=7.885 lumo_ha=-0.0582 e_above_lowest_kcal_mol=192.3
C -0.71759 1.35987 -0.60080
C 1.11609 -0.08019 0.94959
C 1.47890 -1.10268 -0.07377
N 0.53278 1.94210 0.01492
N 1.11196 1.17875 0.74281
N -0.82184 0.04662 -0.29676
N -1.86346 -0.62155 -0.05840
O -2.99176 -0.10616 -0.24377
O -1.65323 -1.81931 0.23999
H -1.53803 1.94334 -0.09075
H -0.46971 1.73926 -1.59954
H 1.13309 -0.37248 1.98692
H 1.35627 -0.66310 -1.11172
H 0.78898 -1.94519 -0.07187
H 2.53757 -1.49927 0.21316

no.,total energy (hartree)
1,-2454.13100
2,-1986.02958
3,-487.14652